# 1
The following is a DFT calculation (ωB97M-V/def2-TZVPD) of a molecular structure, C30H45BrCoN2P2S in a non-equilibrium geometry.

Last column: Mulliken spin population.
Atoms and positions in Å:
N -5.2630 -1.5747 3.9763  0.042
C -4.6249 -0.5573 4.5655  -0.018
C -4.3414 0.6296 3.8881  0.037
C -4.6327 0.6943 2.5122  -0.012
C -5.3841 -0.3466 1.9250  0.039
C -5.6933 -1.4587 2.7157  -0.018
C -3.9541 1.6573 1.6947  0.126
Co 0.5844 0.5867 -0.7040  2.305
P 3.0307 0.6084 -1.6669  0.092
C -4.2373 1.8067 0.3725  -0.050
C -3.1385 2.1840 -0.4618  0.086
C -3.0436 1.7051 -1.7784  -0.049
C -1.7750 1.4917 -2.2836  0.072
C -0.7197 1.5916 -1.3405  -0.132
C -0.7788 2.4491 -0.1897  -0.013
C -2.0465 2.8681 0.1464  0.068
Br 1.1158 2.4187 -2.6940  0.085
H -3.2419 2.2963 2.2132  0.010
H -5.1443 1.4171 -0.0929  0.005
H -3.8457 1.4603 4.3790  0.001
H -5.6738 -0.2956 0.8731  0.002
H -4.3320 -0.6661 5.6101  -0.001
H -6.3001 -2.2606 2.2944  -0.001
H -3.9482 1.4839 -2.3137  0.003
H -2.2241 3.6324 0.8897  0.005
H -1.5300 1.3718 -3.3377  -0.001
H 0.1432 2.8872 0.2129  -0.004
P -0.1717 -1.6105 -0.8402  0.052
C 3.7556 2.2088 -1.0192  0.017
C 4.9309 2.8803 -1.7251  0.007
H 3.9641 2.0469 0.0565  -0.001
H 2.9151 2.9222 -1.0896  0.000
H 5.1548 3.8288 -1.1967  0.000
H 5.8661 2.3012 -1.7260  0.000
H 4.6633 3.1520 -2.7620  -0.001
C 3.0533 0.0268 -3.4437  0.018
C 4.1800 0.4851 -4.3646  0.008
H 2.0684 0.3345 -3.8536  -0.003
H 3.0609 -1.0716 -3.3615  0.002
H 3.8029 0.5265 -5.3951  0.001
H 4.5643 1.4799 -4.1082  -0.001
H 5.0135 -0.2290 -4.3647  0.000
C 4.2240 -0.6261 -1.0365  0.005
C 5.6860 -0.2917 -1.3422  0.004
H 3.9355 -1.5895 -1.4871  0.000
H 4.0401 -0.7069 0.0394  0.003
H 6.2967 -1.1943 -1.3457  0.000
H 5.8337 0.2007 -2.3102  0.000
H 6.0808 0.3875 -0.5786  0.000
C 0.5646 -2.9814 0.1413  0.013
C 2.0324 -3.2790 -0.1667  -0.003
H -0.0513 -3.8828 -0.0383  0.002
H 0.4574 -2.7452 1.2169  0.003
H 2.2921 -4.2925 0.1702  0.000
H 2.2631 -3.2216 -1.2357  0.000
H 2.7013 -2.5904 0.3776  -0.001
C -0.1969 -2.2761 -2.5551  0.011
C -1.0232 -1.4925 -3.5780  -0.003
H -0.5375 -3.3206 -2.4882  0.001
H 0.8555 -2.2985 -2.8647  0.009
H -0.8311 -1.9097 -4.5788  0.001
H -2.1030 -1.5510 -3.3886  0.000
H -0.7524 -0.4303 -3.6195  0.000
C -1.9117 -1.4509 -0.3055  0.021
C -2.1638 -1.8382 1.1476  -0.002
H -2.5279 -2.0486 -0.9948  0.001
H -2.2124 -0.4021 -0.4654  0.008
H -3.2276 -2.0398 1.3025  0.000
H -1.6198 -2.7441 1.4407  -0.001
H -1.8849 -1.0291 1.8346  0.000
S 1.5167 -0.0069 1.1966  0.096
C 0.5815 0.2186 2.6269  -0.007
N 0.1199 -0.8719 3.3225  0.019
C -0.7672 -0.7497 4.3528  0.006
C -1.0406 0.4957 4.8544  0.013
C -0.4666 1.6337 4.2637  0.000
C 0.3554 1.4836 3.1524  0.022
H 0.3975 -1.8012 3.0099  -0.003
H -1.1765 -1.6710 4.7419  0.000
H -1.7101 0.5938 5.7056  0.000
H -0.6723 2.6293 4.6340  0.000
H 0.8198 2.3276 2.6363  0.001

Results
HOMO (spin up / spin down) (eV): -12.97 / -13.74
Total charge: +2
HOMO-LUMO gap (spin up / spin down) (eV): 5.7 / 5.8
Expectation value of S²: 3.879
Energy (eV): -171884.858
Multiplicity: 4

---

# 2
The following is a DFT calculation (ωB97M-V/def2-TZVPD) of a molecular structure, C30H45ClCoO2P2 in a non-equilibrium geometry.

Last column: Mulliken spin population.
Atoms and positions in Å:
Co 0.0517 -4.1138 -0.9343  1.521
C 0.7700 0.4108 -1.7480  0.398
C -0.5194 0.0252 -2.1404  0.377
C -0.5706 0.7905 0.0676  0.256
C 0.7488 0.8295 -0.3908  0.314
C -1.4444 0.1024 -0.9359  0.297
C 1.9928 0.4392 -2.6052  0.036
H 1.8439 -0.0762 -3.5603  0.003
H 2.8523 -0.0215 -2.0980  0.005
H 2.2614 1.4775 -2.8427  0.010
C 1.9188 1.2891 0.3916  -0.052
H 2.8093 1.3018 -0.2468  -0.009
H 2.1109 0.6046 1.2377  0.018
H 1.7455 2.2968 0.7924  0.008
C -1.0464 1.4683 1.2865  0.037
H -0.8553 2.5658 1.2278  0.032
H -0.5133 1.0726 2.1748  0.032
H -2.1306 1.3073 1.4264  0.000
C -2.8079 0.7055 -1.2108  0.048
H -2.6847 1.7845 -1.3659  -0.015
H -3.5104 0.5553 -0.3812  0.005
H -3.2391 0.2953 -2.1304  -0.003
C -0.9328 0.0062 -3.5704  -0.028
H -1.0043 1.0328 -3.9812  0.027
H -1.9037 -0.4918 -3.6972  -0.010
H -0.1935 -0.5288 -4.1892  0.018
C 1.1216 -5.3208 -0.0941  0.000
C 1.5131 -5.2360 -1.4605  0.053
C 0.9220 -5.9482 -2.6297  0.002
C -0.6227 -6.0504 -2.6109  0.039
C -1.2715 -4.9016 -1.8944  -0.086
C -1.6566 -5.0154 -0.5189  -0.039
C -1.2242 -6.0909 0.4460  0.039
C 0.2792 -6.4482 0.4054  -0.003
H 1.4037 -6.9280 -2.7132  -0.002
H -0.9135 -6.9928 -2.1257  0.003
H 1.2133 -5.4381 -3.5638  -0.005
H 0.4479 -7.2948 -0.2608  0.000
H 1.6969 -4.7592 0.6495  -0.020
H 2.5094 -4.8135 -1.6291  -0.003
H 0.6216 -6.6817 1.4227  0.000
H -1.4585 -5.7714 1.4798  0.001
H -2.5466 -4.4881 -0.1970  -0.018
H -1.8662 -6.9534 0.2222  -0.001
H -0.9753 -6.0537 -3.6510  0.002
H -1.8280 -4.2259 -2.5366  -0.026
P 1.4872 -2.5677 -0.2795  0.261
C 2.8214 -2.4374 0.8854  0.046
C 1.4811 -2.6478 -2.1901  0.156
P -1.8491 -1.6225 -0.0324  0.081
C -0.2981 -2.5712 0.4162  0.248
C -3.2197 -2.2679 -1.0540  0.038
C -2.6037 -1.6946 1.6221  0.035
H 2.5491 -1.8008 1.8009  -0.037
H 3.6701 -1.9642 0.3626  0.005
H 3.1287 -3.4363 1.2344  0.025
H 1.1647 -3.5129 -2.8280  0.031
H 2.5665 -2.5747 -2.3511  -0.001
H 0.9662 -1.7821 -2.6711  -0.066
H -2.9770 -2.7250 1.7931  0.001
H -3.4359 -0.9721 1.6309  0.003
H -1.8085 -1.4561 2.3566  -0.014
H -0.0390 -2.3908 1.5277  -0.011
H -0.4658 -3.6953 0.5925  -0.067
H -4.0123 -1.5139 -1.0563  0.002
H -3.6655 -3.1780 -0.6576  -0.003
H -2.9113 -2.4320 -2.0906  -0.014
Cl 0.1527 2.2994 8.4319  0.000
C 0.4479 1.4223 6.9971  0.000
C 1.7620 1.0880 6.6475  0.000
C 1.9908 0.3789 5.4750  0.000
C 0.9265 -0.0095 4.6652  0.003
C -0.3863 0.3156 5.0272  0.003
C -0.6396 1.0390 6.1930  0.001
C 1.2191 -0.7338 3.3841  0.015
O 2.4394 -0.9034 3.0543  0.001
O 0.1994 -1.0846 2.7178  0.002
H 2.5905 1.3862 7.2771  0.000
H 2.9927 0.1149 5.1677  0.000
H -1.2042 -0.0058 4.3917  -0.004
H -1.6510 1.3060 6.4699  0.000

Results
HOMO (spin up / spin down) (eV): -8.42 / -10.51
Total charge: +1
HOMO-LUMO gap (spin up / spin down) (eV): 5.7 / 6.2
Expectation value of S²: 6.080
Energy (eV): -104646.488
Multiplicity: 5